No. 1
This record from OMol25 describes an isolated molecule of C16H17N3O5S. The level of theory is ωB97M-V with the def2-TZVPD basis set.

Positions of all 42 atoms, in Å:
S1 -4.019037 -1.180405 -0.337276
O1 -5.387836 -1.080924 -0.748500
O2 -3.147623 -2.086458 -1.029141
O3 0.511065 -0.077276 1.283692
O4 3.393513 0.648052 -2.317089
O5 1.895175 -2.960448 0.648201
N1 -4.008691 -1.563129 1.299784
N2 3.501481 -0.192269 -0.196135
N3 0.013236 1.945478 0.380888
C1 3.213914 0.236001 1.156855
C2 2.843579 2.026852 -0.369880
C3 0.863235 1.009336 0.891137
C4 -3.281112 0.441193 -0.287394
C5 0.591843 -3.279725 0.558613
C6 -2.117284 2.916953 -0.147772
C7 2.189856 -2.199522 -0.429117
C8 2.326123 1.472635 0.960057
C9 -1.343677 1.780356 0.092259
C10 -4.060327 1.556387 -0.511767
C11 3.555066 -1.599126 -0.543652
C12 3.270341 0.764351 -1.120580
C13 1.076350 -2.026342 -1.197690
C14 0.032439 -2.735517 -0.554569
C15 -1.938278 0.523706 0.008580
C16 -3.462662 2.805974 -0.447507
H1 -4.907349 -1.889772 1.613991
H2 -4.044832 3.696074 -0.629944
H3 -3.272910 -2.209000 1.536039
H4 1.014020 -1.463855 -2.106924
H5 -1.369031 -0.376720 0.161685
H6 2.686724 -0.546288 1.706851
H7 4.251970 -2.113363 0.122064
H8 4.144722 0.485996 1.679493
H9 2.420667 2.185461 1.783473
H10 3.910153 -1.652417 -1.575596
H11 0.188847 -3.894205 1.339078
H12 0.376388 2.875474 0.224300
H13 3.719208 2.660704 -0.215195
H14 -1.656865 3.893917 -0.099568
H15 -5.105468 1.428386 -0.739958
H16 2.119946 2.581165 -0.964050
H17 -0.986892 -2.807680 -0.877737

Cartesian forces, eV/Å:
-0.13 -0.34 0.65
0.03 0.29 0.21
0.19 0.27 0.16
-0.14 -0.14 0.06
-0.08 -0.05 -0.43
0.44 -0.01 0.23
0.00 0.27 -0.74
0.04 -0.13 0.25
0.01 0.39 -0.15
0.03 0.04 0.37
0.00 -0.01 -0.06
0.40 0.23 0.18
-0.23 -0.19 -0.16
-0.77 0.02 -0.35
0.01 -0.11 0.02
-0.21 0.28 -0.75
0.11 -0.20 0.08
-0.48 -0.20 0.01
-0.22 -0.04 -0.07
-0.11 -0.10 0.01
0.08 0.44 0.05
0.62 -0.12 0.22
0.12 -0.28 0.44
0.29 -0.01 -0.01
0.09 -0.08 0.00
-0.28 -0.01 -0.05
-0.05 0.06 -0.02
0.22 -0.12 -0.04
0.06 0.15 -0.22
0.16 -0.02 0.05
0.06 0.10 -0.04
0.00 -0.01 -0.13
-0.11 0.02 0.04
0.00 -0.05 -0.02
0.00 -0.07 0.16
0.04 -0.09 0.14
0.03 -0.23 -0.01
0.00 0.01 -0.03
0.05 0.10 0.02
-0.14 0.07 -0.03
0.07 -0.02 -0.04
-0.18 -0.10 0.00

Output
- SMILES string: NS(=O)(=O)c1cccc(NC(=O)[C@@H]2CC(=O)N(Cc3ccco3)C2)c1
- Gap between HOMO and LUMO: 8.765 eV

No. 2
This record from OMol25 describes a cluster of 2 separate species, C4H7NO2 in total. The level of theory is ωB97M-V with the def2-TZVPD basis set.

Positions of all 14 atoms, in Å:
O1 0.290408 -1.768552 -1.680754
O2 2.781519 -0.446813 -0.800957
N1 -0.759949 -1.530254 -1.106820
C1 -0.587570 1.141800 1.111855
C2 -0.691554 -0.428679 -0.226110
C3 -1.629761 0.002380 0.875974
C4 0.148124 0.613752 -0.090614
H1 -0.006568 1.023653 2.032834
H2 2.032212 -1.016486 -1.045669
H3 -1.776629 -0.696750 1.703927
H4 2.984663 0.021596 -1.618985
H5 1.032759 0.942835 -0.618467
H6 -2.599987 0.367418 0.527087
H7 -0.957605 2.169550 1.051764

Cartesian forces, eV/Å:
-0.43 0.08 0.21
0.07 -0.07 -0.23
0.38 0.01 -0.20
0.01 0.15 0.10
0.03 0.15 0.04
-0.20 -0.11 0.09
0.03 -0.09 -0.04
-0.12 0.06 -0.09
0.14 0.07 0.02
0.04 0.10 -0.11
0.13 -0.11 0.07
-0.19 -0.01 0.10
0.12 -0.07 0.07
0.00 -0.15 -0.01

Output
- SMILES string: O=NC1=CCC1.O
- Gap between HOMO and LUMO (alpha / beta): 8.507 / 8.507 eV

For each record above, in turn, the calculated energy above the lowest of the compared OMol25 structures with the same formula, charge and spin values are 0.3147, 4.7225 eV.